Molecular formula: C24H32F6IN4O4RhSb
Method: DFT, ωB97M-V/def2-TZVPD

Calculated values
* frontier orbital gap (alpha / beta): 6.13 / 5.06 eV
* total charge: +2
* spin multiplicity: 2
* E_HOMO (alpha / beta): -14.256 / -14.260 eV
* <S²>: 0.774
* calculated total energy: -73496.4941 eV

The geometry in XYZ format:
```
73
Properties=species:S:1:pos:R:3:lowdin_spin:R:1
I -0.412 -2.006 -1.252 0.003
Sb -3.270 0.220 -2.501 0.000
Rh -0.312 0.286 0.035 0.011
F -4.210 -0.703 -3.798 0.000
F -2.990 1.771 -3.522 0.000
F -3.404 -1.171 -1.238 0.000
F -4.546 1.153 -1.501 0.000
F -1.612 -0.433 -3.217 0.000
F -1.964 1.070 -1.190 -0.001
O 0.705 1.613 -1.311 -0.003
O 0.044 1.862 1.411 0.200
O 5.087 0.224 1.993 0.002
O -2.130 -0.041 1.220 0.003
N 1.241 -0.622 1.196 0.027
N -0.348 2.831 -2.926 -0.001
N 2.539 4.248 2.152 0.005
N 1.102 1.124 -3.505 0.000
C 2.012 0.054 -3.133 0.000
C 0.464 1.837 -2.565 0.000
C 1.404 3.785 1.708 0.183
C 2.248 -4.049 2.242 -0.001
C 2.109 -2.675 2.210 0.004
C 1.627 -4.836 1.283 0.005
C 1.360 -2.044 1.210 0.001
C 1.015 1.417 -4.934 0.000
C 2.240 0.061 1.634 -0.003
C -2.344 -1.033 2.253 0.000
C 3.489 2.044 2.368 0.079
C -3.040 1.086 1.395 0.000
C -3.682 0.874 2.754 0.000
C -0.523 3.246 -4.319 0.000
C -0.296 2.089 -5.266 0.000
C 4.653 1.221 2.898 0.006
C -3.667 -0.656 2.894 0.000
C -1.089 3.609 -1.946 0.001
C 3.533 3.451 2.531 0.239
C 1.179 2.321 1.659 0.111
C 0.725 -2.857 0.288 0.004
C 0.852 -4.233 0.304 0.000
C 0.356 4.693 1.192 0.031
C 2.322 1.482 1.882 0.063
H -2.157 3.506 -2.138 0.000
H -4.493 -1.091 2.331 0.000
H 0.468 4.792 0.108 0.013
H -3.731 -0.992 3.925 0.000
H 0.355 -4.830 -0.450 0.000
H 2.568 -2.076 2.986 0.000
H -2.483 2.015 1.292 0.000
H 1.865 2.043 -5.222 0.000
H -3.082 1.336 3.541 0.000
H -0.879 3.256 -0.945 0.000
H -3.774 1.043 0.594 0.000
H -1.521 -0.983 2.971 0.000
H 4.319 0.714 3.807 0.002
H -1.113 1.376 -5.167 0.000
H 4.388 3.940 2.985 0.009
H 1.738 -5.911 1.294 0.000
H -2.345 -2.018 1.787 0.000
H 5.862 0.520 1.504 0.000
H -0.635 4.291 1.398 0.006
H 1.107 0.476 -5.477 0.000
H 5.464 1.894 3.176 0.000
H -0.829 4.667 -2.033 0.000
H 3.174 -0.470 1.794 0.000
H 1.936 -0.159 -2.074 0.000
H -4.686 1.289 2.788 0.000
H 1.767 -0.845 -3.701 0.000
H -0.281 2.450 -6.293 0.000
H 0.465 5.681 1.633 0.003
H 2.842 -4.510 3.019 0.000
H -1.538 3.625 -4.427 0.000
H 0.165 4.069 -4.535 0.000
H 3.045 0.329 -3.359 0.000
```


Molecular formula: C10H19N5O5
Method: DFT, ωB97M-V/def2-TZVPD

Calculated values
* frontier orbital gap: 9.95 eV
* total charge: 0
* E_HOMO: -9.542 eV
* calculated total energy: -28367.6620 eV
* SMILES string: [H]/N=C(\N)NCCC[C@H](NC(=O)[C@@H](N)CC(=O)O)C(=O)O
* energy above the lowest of the compared OMol25 structures with the same formula, charge and spin: 47.8 kJ/mol

The geometry in XYZ format:
```
39
Properties=species:S:1:pos:R:3:nbo_charge:R:1
O 3.694 -2.127 -0.131 -0.601
O 1.667 0.656 3.391 -0.629
O -0.454 -1.376 1.684 -0.614
O -1.924 0.274 1.619 -0.646
O 1.501 -2.577 0.098 -0.698
N 3.826 -0.841 3.906 -0.805
N -3.593 -0.270 -2.530 -0.787
N -2.610 1.810 -3.076 -0.638
N -4.890 1.471 -3.525 -0.847
N 1.705 0.375 1.134 -0.623
C -1.339 1.234 -2.759 -0.214
C 0.340 0.765 0.835 -0.154
C 0.203 0.712 -0.724 -0.404
C 3.337 -0.851 2.500 -0.131
C 2.736 -2.358 0.598 0.781
C 2.156 0.160 2.378 0.669
C -0.718 -0.233 1.395 0.817
C 2.848 -2.282 2.080 -0.539
C -3.698 0.903 -3.036 0.588
C -1.209 1.016 -1.250 -0.432
H 1.920 -2.613 2.550 0.225
H -4.428 -0.832 -2.649 0.349
H -1.838 0.184 -0.991 0.246
H -1.275 0.248 -3.276 0.211
H -2.047 1.100 1.142 0.495
H -5.055 2.407 -3.148 0.385
H -1.504 1.912 -0.730 0.181
H 2.284 -0.061 0.388 0.419
H 0.931 1.380 -1.251 0.217
H -5.670 0.860 -3.384 0.380
H 4.044 0.149 4.073 0.363
H 0.816 -2.398 0.812 0.523
H 0.115 1.752 1.260 0.225
H 4.122 -0.621 1.783 0.228
H 3.055 -1.021 4.518 0.366
H 0.534 -0.293 -1.103 0.231
H -2.682 2.468 -3.818 0.396
H -0.560 1.889 -3.202 0.200
H 3.661 -2.968 2.440 0.268
```


Molecular formula: C17H25FN2O8P
Method: DFT, ωB97M-V/def2-TZVPD

Calculated values
* frontier orbital gap: 5.78 eV
* total charge: +1
* E_HOMO: -11.227 eV
* calculated total energy: -49391.9674 eV

The geometry in XYZ format:
```
54
Properties=species:S:1:pos:R:3:nbo_charge:R:1
P -1.314 0.027 -0.318 2.064
F 0.305 1.418 -1.748 -0.334
O 5.729 -0.841 3.290 -0.627
O -0.698 -3.322 -0.329 -0.491
O 4.795 1.956 -0.373 -0.556
O -1.920 0.127 1.139 -0.885
O 6.769 3.546 0.207 -0.622
O 7.647 0.783 3.911 -0.532
O -3.153 1.802 2.080 -0.038
O 1.857 -0.781 0.769 -0.456
N -2.078 1.598 1.912 0.544
N -0.101 -1.078 -0.388 -0.935
C 5.429 1.620 0.614 0.477
C -5.041 -1.243 -1.217 -0.219
C -0.553 1.657 -0.688 -0.133
C 7.341 2.265 2.094 -0.393
C 0.191 -1.889 2.065 -0.736
C 5.145 0.447 1.410 -0.410
C -0.371 -2.404 -1.007 0.737
C -2.613 -0.384 -1.475 -0.825
C -5.680 -0.539 -0.008 -0.607
C 5.901 0.199 2.489 0.340
C -1.553 2.761 -1.057 -0.670
C 0.759 -1.213 0.854 0.734
C 6.586 2.512 1.014 0.330
C 7.044 1.103 2.904 0.472
C -5.326 -0.494 -2.528 -0.619
C -3.542 -1.519 -0.966 -0.397
C -0.128 -2.461 -2.488 -0.740
H -3.389 -1.696 0.103 0.224
H 0.823 -2.755 2.280 0.275
H 6.417 -0.763 3.982 0.512
H 8.166 2.899 2.388 0.251
H -0.831 -2.231 1.931 0.246
H -5.510 -2.228 -1.297 0.219
H 6.083 3.476 -0.486 0.508
H -3.149 0.543 -1.692 0.277
H 0.682 -3.174 -2.663 0.282
H -3.254 -2.448 -1.464 0.227
H -1.407 3.006 -2.111 0.271
H -4.575 -0.693 -3.297 0.206
H 0.052 1.964 0.172 0.222
H -2.107 -0.686 -2.398 0.276
H -5.348 0.589 -2.359 0.200
H 0.265 -1.203 2.911 0.258
H -1.348 3.662 -0.477 0.245
H -1.021 -2.856 -2.982 0.255
H 0.144 -1.490 -2.896 0.242
H 4.326 -0.191 1.108 0.249
H -5.962 -1.268 0.756 0.225
H -6.307 -0.775 -2.915 0.239
H -6.589 -0.012 -0.308 0.224
H -2.599 2.493 -0.893 0.211
H -4.991 0.183 0.445 0.180
```


Molecular formula: C6H5N3
Method: DFT, ωB97M-V/def2-TZVPD

Calculated values
* frontier orbital gap: 7.22 eV
* total charge: 0
* E_HOMO: -8.100 eV
* calculated total energy: -10765.9595 eV
* energy above the lowest of the compared OMol25 structures with the same formula, charge and spin: 701.1 kJ/mol

The geometry in XYZ format:
```
14
Properties=species:S:1:pos:R:3:nbo_charge:R:1
N 0.647 -0.024 1.714 -0.061
N 2.165 0.263 -1.231 -0.470
N -0.549 -0.266 2.189 -0.551
C 1.004 -0.196 -1.697 0.083
C -2.637 -0.023 -1.032 -0.262
C -1.396 -0.086 -1.075 -0.060
C 0.832 -0.008 0.464 -0.002
C 2.047 0.301 0.059 0.110
C -0.112 -0.088 -0.784 -0.263
H -1.425 -0.643 1.505 0.395
H 3.025 1.122 0.510 0.226
H -0.603 -0.431 3.152 0.387
H 0.686 -0.396 -2.819 0.205
H -3.683 0.476 -0.954 0.263
```


Molecular formula: C5H28BF4O9
Method: DFT, ωB97M-V/def2-TZVPD

Calculated values
* frontier orbital gap: 10.14 eV
* total charge: -1
* E_HOMO: -7.248 eV
* calculated total energy: -35620.6864 eV
* energy above the lowest of the compared OMol25 structures with the same formula, charge and spin: 0.0 kJ/mol

The geometry in XYZ format:
```
47
Properties=species:S:1:pos:R:3:nbo_charge:R:1
F 19.984 -7.402 -11.433 -0.564
F 22.023 -7.700 -12.415 -0.576
F 21.086 -9.348 -11.061 -0.568
F 21.912 -7.366 -10.167 -0.568
O 20.046 -7.760 -14.426 -0.954
O 23.632 -5.829 -6.644 -0.733
O 22.465 -5.662 -14.420 -0.733
O 24.534 -8.131 -10.030 -0.739
O 19.178 -9.532 -6.859 -0.735
O 22.997 -4.937 -10.740 -0.742
O 22.499 -10.633 -13.208 -0.955
O 22.183 -10.637 -8.500 -0.949
O 19.383 -4.693 -10.412 -0.956
C 23.834 -5.641 -14.783 -0.244
C 22.342 -6.297 -7.000 -0.250
C 19.401 -8.859 -8.104 -0.252
C 25.186 -9.032 -10.914 -0.251
C 24.408 -5.109 -10.640 -0.245
B 21.256 -7.971 -11.265 1.335
H 19.727 -6.896 -14.154 0.465
H 25.453 -8.497 -11.834 0.158
H 26.111 -9.431 -10.499 0.172
H 20.411 -8.433 -8.071 0.171
H 22.413 -6.233 -13.640 0.487
H 24.451 -5.289 -13.945 0.155
H 22.311 -7.388 -6.898 0.163
H 24.146 -6.661 -15.042 0.160
H 21.691 -11.154 -13.194 0.465
H 22.078 -9.998 -9.219 0.485
H 24.878 -4.159 -10.889 0.168
H 20.647 -8.027 -13.710 0.482
H 22.606 -5.805 -10.533 0.481
H 24.714 -5.787 -11.445 0.150
H 22.055 -6.069 -8.029 0.182
H 24.776 -5.519 -9.702 0.167
H 24.278 -6.245 -7.222 0.469
H 19.137 -4.356 -11.278 0.461
H 22.392 -10.013 -12.470 0.485
H 23.714 -7.894 -10.486 0.480
H 21.602 -11.366 -8.741 0.462
H 21.616 -5.863 -6.315 0.169
H 18.722 -8.010 -8.217 0.167
H 19.832 -5.531 -10.600 0.489
H 19.361 -8.903 -6.157 0.457
H 24.558 -9.891 -11.167 0.172
H 19.416 -9.619 -8.878 0.190
H 24.020 -4.967 -15.618 0.167
```


Molecular formula: C3H15NO3S
Method: DFT, ωB97M-V/def2-TZVPD

Calculated values
* frontier orbital gap (alpha / beta): 2.56 / 8.96 eV
* total charge: -1
* spin multiplicity: 2
* E_HOMO (alpha / beta): 0.560 / -5.777 eV
* <S²>: 0.751
* calculated total energy: -21820.7184 eV
* energy above the lowest of the compared OMol25 structures with the same formula, charge and spin: 73.4 kJ/mol

The geometry in XYZ format:
```
23
Properties=species:S:1:pos:R:3:lowdin_spin:R:1
S 1.556 1.808 -1.455 0.114
O -0.354 1.533 2.023 0.114
O -1.642 -2.290 2.736 0.095
O 1.542 -0.238 3.742 0.142
N -1.222 -0.831 -2.537 0.004
C 0.346 0.538 -1.118 0.068
C -1.976 -1.438 -1.422 0.039
C 0.163 -0.561 -2.194 0.026
H 0.693 -1.472 -1.902 0.017
H -0.573 1.093 -0.954 0.010
H 2.384 -0.310 3.254 0.063
H 0.922 -0.351 2.994 0.059
H 0.165 1.645 2.835 0.036
H -3.048 -1.435 -1.649 0.004
H -1.866 -0.887 -0.452 0.019
H -1.627 -2.466 -1.332 0.010
H -1.175 -1.441 2.660 0.042
H 0.576 -0.173 -3.132 0.001
H 0.615 0.001 -0.211 0.055
H -1.595 -2.632 1.838 0.025
H -1.080 2.170 2.098 0.037
H -1.401 -1.359 -3.376 0.001
H 2.780 1.295 -1.240 0.019
```